# 1
Below is a molecular structure, C16H40O6Zr, with properties calculated with ωB97M-V with the def2-TZVPD basis set.

Each line ends with the Mulliken charge.
Positions of all 63 atoms, in Å:
Zr -0.479 0.178 -0.310  1.287
C 6.104 -1.471 -3.445  -1.322
C 4.614 -1.780 -3.737  0.593
C 4.436 -3.285 -3.762  -1.154
O 3.594 -1.320 -2.874  -0.567
H 6.501 -1.821 -2.492  0.332
H 6.287 -0.400 -3.367  0.347
H 6.842 -1.776 -4.188  0.356
H 4.421 -1.313 -4.703  0.165
H 5.225 -3.780 -4.327  0.336
H 3.555 -3.443 -4.385  0.304
H 4.310 -3.774 -2.796  0.324
C -4.760 -5.030 -2.478  -1.193
C -3.618 -5.182 -1.569  0.518
C -2.721 -6.376 -1.948  -1.149
O -2.875 -3.942 -1.596  -0.635
H -4.348 -4.808 -3.463  0.307
H -5.435 -4.207 -2.242  0.290
H -5.445 -5.878 -2.497  0.344
H -3.996 -5.383 -0.567  0.201
H -2.350 -6.330 -2.972  0.320
H -3.338 -7.249 -1.733  0.330
H -1.879 -6.520 -1.271  0.304
C 2.970 -4.344 3.890  -1.195
C 3.179 -2.796 3.844  0.553
C 4.616 -2.549 3.444  -1.155
O 2.218 -2.104 3.095  -0.576
H 3.028 -4.700 2.861  0.328
H 2.040 -4.737 4.301  0.316
H 3.789 -4.859 4.391  0.330
H 2.978 -2.449 4.858  0.168
H 4.978 -3.192 2.642  0.291
H 5.269 -2.743 4.295  0.355
H 4.754 -1.510 3.145  0.339
C 1.386 6.224 2.839  -1.278
C 2.044 5.567 1.721  0.649
C 3.515 5.345 2.008  -1.178
O 1.305 4.483 1.272  -0.646
H 1.722 7.220 3.127  0.375
H 1.313 5.638 3.755  0.320
H 0.339 6.446 2.630  0.320
H 2.059 6.347 0.960  0.110
H 4.005 6.285 2.264  0.340
H 4.018 4.952 1.124  0.294
H 3.653 4.611 2.801  0.319
C -5.138 3.579 -3.661  -0.827
C -3.589 3.673 -3.827  -0.351
O -2.987 2.374 -3.546  -0.504
H -5.369 3.497 -2.599  0.227
H -5.591 2.829 -4.310  0.291
H -5.569 4.536 -3.954  0.317
H -3.170 4.416 -3.148  0.261
H -3.300 3.925 -4.847  0.282
H -3.048 1.962 -4.410  0.296
C -5.036 3.811 3.655  -1.027
C -4.219 2.509 3.759  -0.286
O -4.100 1.850 2.487  -0.505
H -4.640 4.488 2.899  0.293
H -5.071 4.319 4.618  0.312
H -6.075 3.710 3.339  0.343
H -4.646 1.871 4.533  0.252
H -3.260 2.720 4.232  0.312
H -5.011 1.689 2.232  0.298

Properties
ΔE to the lowest compared entry with this formula, charge and spin: 28.351 eV
multiplicity: 1
E_HOMO: -6.89 eV
orbital gap: 1.88 eV

---

# 2
Below is a molecular structure, C2H3FO2, with properties calculated with ωB97M-V with the def2-TZVPD basis set.

Each line ends with the Mulliken charge.
Positions of all 8 atoms, in Å:
C 1.241 -0.095 -0.204  -0.145
C -0.762 0.018 -0.339  0.223
O 1.382 -0.992 0.608  -0.523
O -1.041 0.903 0.498  -0.293
F -1.572 -1.018 -0.387  -0.154
H 1.460 -0.348 -1.240  0.266
H 1.148 0.942 -0.111  0.276
H -1.855 0.590 1.176  0.350

Properties
ΔE to the lowest compared entry with this formula, charge and spin: 3.903 eV
multiplicity: 1
E_HOMO: -9.20 eV
orbital gap: 9.14 eV

---

# 3
Below is a gas-phase ion, C5H12N3 (charge +1), with properties calculated with ωB97M-V with the def2-TZVPD basis set.

Each line ends with the Mulliken charge.
Positions of all 20 atoms, in Å:
C 1.169 -0.983 0.496  0.043
C -1.228 -0.561 0.325  0.290
C -2.042 -1.455 -0.648  -1.288
C 3.119 0.258 -0.255  -0.795
C -1.249 1.940 0.383  -0.790
N -0.059 -1.309 0.628  -0.317
N 1.773 -0.134 -0.261  -0.318
N -0.954 0.696 -0.243  -0.026
H 1.772 -1.663 1.128  0.396
H -1.817 -0.448 1.248  0.321
H -2.193 -2.426 -0.186  0.371
H -1.502 -1.582 -1.581  0.382
H -3.000 -0.982 -0.839  0.379
H 3.414 0.747 0.682  0.354
H 3.785 -0.599 -0.416  0.342
H 3.268 0.938 -1.096  0.288
H -1.851 2.555 -0.295  0.327
H -1.805 1.785 1.306  0.332
H -0.343 2.513 0.604  0.329
H -0.258 0.709 -0.982  0.381

Properties
ΔE to the lowest compared entry with this formula, charge and spin: 4.859 eV
multiplicity: 1
E_HOMO (spin up / spin down): -14.03 / -13.94 eV
total charge: +1
orbital gap (spin up / spin down): 6.78 / 7.67 eV

---

# 4
Below is C4H10N2O2 in the gas phase, with properties calculated with ωB97M-V with the def2-TZVPD basis set.

Each line ends with the Mulliken charge.
Positions of all 18 atoms, in Å:
C -1.039 0.370 -1.877  -0.833
N -1.275 -0.851 -1.130  -0.252
C -1.238 -0.797 0.314  -0.715
C 0.074 -1.270 0.929  0.506
O 0.170 -2.409 1.349  -0.645
N 1.136 -0.419 0.925  -0.076
C 1.074 1.018 0.789  -0.226
O 2.122 1.627 1.517  -0.565
H -0.077 0.339 -2.381  0.288
H -1.840 0.565 -2.586  0.291
H -1.102 1.234 -1.219  0.287
H -0.771 -1.643 -1.494  0.256
H -1.496 0.220 0.640  0.402
H -1.973 -1.442 0.780  0.249
H 1.969 -0.778 1.367  0.253
H 0.174 1.426 1.241  0.245
H 1.119 1.327 -0.256  0.215
H 2.972 1.484 1.092  0.320

Properties
ΔE to the lowest compared entry with this formula, charge and spin: 2.096 eV
multiplicity: 1
E_HOMO: -8.72 eV
orbital gap: 9.27 eV

---

# 5
Below is 9 unconnected molecules or ions with the total composition C30H81N2O8P, with properties calculated with ωB97M-V with the def2-TZVPD basis set.

Each line ends with the Mulliken charge.
Positions of all 122 atoms, in Å:
H -3.018 -3.120 0.167  0.233
N -2.407 -2.811 -0.590  -0.651
C -2.986 -1.951 -1.328  0.931
C -4.399 -1.469 -1.081  -1.350
C -2.187 -1.338 -2.430  -1.081
P -0.765 -0.223 -1.711  0.477
N 0.537 0.846 -1.121  -0.569
C 1.745 0.191 -0.618  -0.747
C 2.270 -0.929 -1.513  0.098
C 3.596 -1.448 -0.953  -1.135
H -5.055 -2.320 -0.886  0.377
H -4.805 -0.903 -1.920  0.384
H -4.419 -0.832 -0.191  0.264
H -2.799 -0.714 -3.090  0.347
H -1.707 -2.116 -3.029  0.430
H -0.113 -0.296 -2.958  -0.078
H -0.615 -1.175 -0.673  -0.050
H -1.671 0.834 -1.505  -0.034
H 0.140 1.423 -0.383  0.321
H 1.588 -0.230 0.389  0.384
H 2.544 0.938 -0.522  0.374
H 2.399 -0.560 -2.533  0.090
H 1.544 -1.750 -1.558  0.298
H 3.526 -1.470 0.138  -0.016
H 3.819 -2.456 -1.307  0.426
H 4.423 -0.793 -1.237  0.377
C -1.228 -3.719 3.434  -1.381
C -2.569 -3.014 3.544  0.271
C -3.300 -3.359 4.829  -1.107
O -3.386 -3.311 2.408  -0.464
H -1.371 -4.803 3.462  0.335
H -0.738 -3.459 2.496  0.386
H -0.575 -3.450 4.266  0.399
H -2.414 -1.935 3.485  0.266
H -3.493 -4.435 4.880  0.181
H -4.253 -2.833 4.886  0.360
H -2.700 -3.097 5.702  0.423
H -3.558 -4.260 2.414  0.271
C 2.050 2.716 -5.927  -1.164
C 2.303 1.228 -5.754  0.299
C 1.124 0.391 -6.220  -1.278
O 2.631 0.921 -4.400  -0.490
H 1.178 3.016 -5.339  0.209
H 2.908 3.293 -5.583  0.354
H 1.850 2.967 -6.970  0.433
H 3.195 0.945 -6.318  0.308
H 0.242 0.635 -5.620  0.242
H 1.336 -0.672 -6.098  0.329
H 0.882 0.583 -7.266  0.435
H 1.866 1.154 -3.858  0.258
C 5.132 -3.881 2.912  -1.352
C 4.838 -2.392 2.973  0.516
C 4.993 -1.827 4.374  -1.264
O 3.536 -2.111 2.459  -0.424
H 4.443 -4.427 3.562  0.325
H 5.012 -4.253 1.895  0.326
H 6.149 -4.095 3.245  0.395
H 5.510 -1.865 2.292  0.269
H 4.280 -2.309 5.050  0.337
H 4.795 -0.755 4.387  0.206
H 5.995 -1.999 4.769  0.399
H 2.893 -2.557 3.023  0.245
C -3.687 -5.029 9.433  -1.530
C -3.992 -5.088 7.946  0.803
C -5.432 -5.484 7.669  -1.121
O -3.082 -5.958 7.269  -0.550
H -3.850 -6.010 9.890  0.363
H -2.649 -4.742 9.602  0.376
H -4.335 -4.312 9.938  0.359
H -3.795 -4.110 7.502  0.137
H -5.632 -6.479 8.079  0.344
H -5.640 -5.507 6.600  0.118
H -6.130 -4.786 8.134  0.367
H -3.212 -6.848 7.617  0.337
C -0.523 7.339 -5.731  -1.483
C 0.169 6.098 -6.268  0.556
C 1.640 6.341 -6.554  -1.139
O -0.501 5.596 -7.426  -0.570
H -0.460 8.150 -6.462  0.342
H -1.575 7.135 -5.530  0.365
H -0.050 7.684 -4.811  0.362
H 0.071 5.289 -5.540  0.179
H 1.757 7.129 -7.303  0.330
H 2.108 5.432 -6.930  0.299
H 2.170 6.663 -5.657  0.385
H -0.445 6.271 -8.112  0.362
C 5.781 9.808 -7.674  -1.413
C 4.663 8.782 -7.604  0.531
C 4.514 8.004 -8.901  -1.183
O 3.430 9.393 -7.225  -0.529
H 5.575 10.536 -8.465  0.361
H 5.870 10.343 -6.730  0.326
H 6.737 9.333 -7.898  0.377
H 4.868 8.083 -6.789  0.247
H 4.272 8.685 -9.723  0.328
H 3.716 7.267 -8.818  0.262
H 5.439 7.487 -9.157  0.376
H 3.191 10.031 -7.907  0.337
C 3.134 4.040 4.082  -1.431
C 3.474 2.559 4.035  0.482
C 2.328 1.722 3.495  -0.909
O 3.889 2.092 5.320  -0.550
H 2.273 4.207 4.737  0.355
H 3.975 4.615 4.468  0.335
H 2.878 4.416 3.090  0.373
H 4.354 2.414 3.404  0.281
H 1.452 1.820 4.144  0.361
H 2.607 0.669 3.457  0.132
H 2.044 2.039 2.490  0.255
H 3.145 2.196 5.923  0.340
C -6.127 -5.555 3.038  -0.675
C -7.164 -6.354 3.810  0.433
C -8.237 -6.937 2.906  -1.460
O -7.741 -5.560 4.847  -0.532
H -6.595 -4.703 2.537  0.322
H -5.373 -5.167 3.721  -0.235
H -5.639 -6.169 2.278  0.443
H -6.666 -7.165 4.346  0.303
H -8.767 -6.134 2.385  0.353
H -8.961 -7.505 3.488  0.349
H -7.801 -7.595 2.152  0.376
H -8.207 -4.825 4.430  0.333

Properties
multiplicity: 1
E_HOMO: -8.23 eV
orbital gap: 8.84 eV

---

# 6
Below is 10 unconnected molecules or ions with the total composition C4H29N2O9, with properties calculated with ωB97M-V with the def2-TZVPD basis set.

Each line ends with the Mulliken charge.
Positions of all 44 atoms, in Å:
C -2.930 2.622 -1.243  -0.558
C -3.231 2.131 0.275  -0.617
C -2.036 2.414 1.084  0.365
C -1.961 3.336 2.030  -1.045
N -0.864 1.470 0.963  -0.091
N -3.219 1.646 -2.282  -0.543
H -3.569 3.515 -1.322  0.439
H -1.810 2.894 -1.338  0.258
H -3.494 1.046 0.449  0.299
H -4.143 2.706 0.537  0.382
H -2.457 4.286 2.040  0.317
H -1.077 3.410 2.683  0.267
H -0.608 1.564 -0.105  0.364
H -1.146 0.515 1.108  0.437
H -0.094 1.866 1.493  0.317
H -2.855 0.756 -1.894  0.132
H -4.225 1.576 -2.428  0.281
H 1.717 -4.096 -2.534  0.289
H 2.685 -2.902 -2.140  0.292
O 1.919 -3.418 -1.884  -0.553
H -1.918 -2.324 -2.282  0.318
H -0.406 -1.998 -2.278  0.330
O -1.174 -2.128 -1.704  -0.698
H -0.836 -0.597 -1.388  0.431
H 0.546 0.087 -1.492  0.211
O -0.367 0.283 -1.298  -0.614
H 3.607 0.662 2.932  0.296
H 4.136 -0.697 2.167  0.300
O 3.792 -0.272 2.951  -0.592
H 0.598 -0.986 1.905  0.368
H 0.117 -0.682 3.387  0.262
O 0.128 -0.327 2.495  -0.629
H 3.790 -0.045 -3.952  0.339
H 4.508 0.090 -2.756  0.356
O 3.996 0.677 -3.336  -0.676
H -0.807 -3.523 3.487  0.306
H 0.167 -4.668 3.264  0.308
O -0.190 -4.089 3.956  -0.616
H 2.517 -2.604 1.030  0.247
H 1.228 -3.211 0.855  0.256
O 1.622 -2.326 0.801  -0.529
H 2.923 0.818 -0.774  0.289
H 2.697 0.499 -2.175  0.427
O 2.724 0.024 -1.284  -0.725

Properties
ΔE to the lowest compared entry with this formula, charge and spin: 2.983 eV
multiplicity: 1
E_HOMO: -12.07 eV
total charge: +1
orbital gap: 9.35 eV